Entry 1:
Entry from the Open Molecules 2025 dataset: an isolated molecule of C17H22N4O2S (ωB97M-V/def2-TZVPD).

- SMILES = Cn1c(SCC(=O)NC2CCCCC2)nnc1-c1ccccc1O
- LUMO (eV) = 0.420
- spin multiplicity = 1
- Kohn-Sham gap (eV) = 8.836
- total charge = 0
- energy relative to the best compared isomer or geometry (same formula, charge and spin) (eV) = 0.366

```
46
Properties=species:S:1:pos:R:3:lowdin_charge:R:1
C 4.8169 1.9749 0.5813 -0.202
C -2.6168 -2.5541 -1.3395 -0.035
O -3.0578 1.9831 1.2125 0.067
C 4.7498 2.1693 -0.9302 -0.209
H 2.1240 -3.9274 1.0144 0.084
C 2.4956 -1.8652 0.5249 -0.571
C -3.8983 -0.0570 0.2197 -0.085
O 3.4927 -2.1140 -0.1203 0.051
H 1.1509 -2.7803 1.9958 0.082
C -2.6248 -0.7141 0.4364 -0.215
C -4.9972 -0.7109 -0.3398 -0.044
C -0.8806 -1.9853 0.3435 -0.606
C 2.7267 0.5967 0.5040 -0.299
H -2.3203 1.3754 1.4427 0.070
C 3.3023 2.1156 -1.4081 -0.203
H -5.2939 3.0023 0.6054 0.119
C 4.1811 0.6459 0.9756 -0.154
H 4.7259 -0.1777 0.5140 0.112
N 2.0834 -0.6474 0.9049 0.098
H -3.1802 -1.8954 -1.9998 0.102
H -7.0174 -0.5669 -1.0073 0.100
C 1.5739 -2.9869 1.0145 -0.345
C -6.2837 1.3063 -0.2628 -0.078
C -5.2245 1.9631 0.3259 -0.007
H 3.2619 2.2345 -2.4926 0.108
N -1.7414 -0.2921 1.3120 0.061
H 1.1602 -0.5825 1.3299 0.088
H -4.9406 -1.7650 -0.5581 0.098
C -6.1789 -0.0405 -0.5782 -0.094
H 5.1968 3.1273 -1.2038 0.106
H 5.8561 1.9964 0.9144 0.108
H 4.2156 0.5142 2.0592 0.118
H 1.6176 0.7618 -1.3398 0.116
C 2.6608 0.7896 -1.0138 -0.152
N -0.6599 -1.0831 1.2647 0.015
H -7.2018 1.8385 -0.4600 0.105
H -3.2551 -3.3731 -1.0008 0.103
N -2.1097 -1.8044 -0.2260 -0.037
H 4.2891 2.7938 1.0770 0.112
C -4.0314 1.2955 0.6013 -0.266
H 3.1911 -0.0357 -1.4910 0.116
S 0.1881 -3.2653 -0.1320 1.010
H 2.1650 1.4006 0.9931 0.154
H -1.7716 -2.9775 -1.8834 0.069
H 2.7401 2.9388 -0.9596 0.113
H 5.3202 1.3779 -1.4202 0.116
```


Entry 2:
Entry from the Open Molecules 2025 dataset: a cluster of 2 separate species, C4H7NO3 in total (ωB97M-V/def2-TZVPD).

- LUMO (eV) = 0.714
- spin multiplicity = 1
- Kohn-Sham gap (eV) = 9.284
- total charge = 0
- energy relative to the best compared isomer or geometry (same formula, charge and spin) (eV) = 4.309

```
15
Properties=species:S:1:pos:R:3:lowdin_charge:R:1
H -1.9907 0.8651 -1.1082 0.089
H 0.6431 2.1325 -0.4326 0.101
H 0.8422 0.3494 -2.0816 0.107
O -0.3089 -1.4065 1.6841 0.084
H 2.0647 -1.6135 -0.1695 0.108
C 0.5015 -1.1639 0.8191 -0.501
O -2.4529 -0.6425 0.1620 -0.042
C -1.8271 0.5117 -0.1007 -0.037
C 0.3818 -0.0213 -0.0789 -0.220
N 1.2692 0.1641 -1.1806 0.020
C 1.1720 1.2183 -0.1877 -0.121
H 2.0595 1.3648 0.4166 0.105
H -1.7358 1.2446 0.6927 0.090
H -2.1454 -1.0174 1.0120 0.093
O 1.5268 -1.9852 0.5533 0.125
```


Entry 3:
Entry from the Open Molecules 2025 dataset: an isolated molecule of C25H28N2O2 (ωB97M-V/def2-TZVPD).

- SMILES = CC(C)(C)c1ccc(OCc2ccc(C(=O)N/N=C3\C[C@@H]4CC=C[C@H]34)cc2)cc1
- LUMO (eV) = 0.547
- spin multiplicity = 1
- Kohn-Sham gap (eV) = 8.818
- total charge = 0
- energy relative to the best compared isomer or geometry (same formula, charge and spin) (eV) = 3.009

```
57
Properties=species:S:1:pos:R:3:lowdin_charge:R:1
H -3.5241 -1.7590 2.7024 0.090
H -5.7450 -3.6733 0.3451 0.082
O -3.0195 3.0501 -1.1844 -0.048
C -0.5873 3.2461 -0.9922 -0.218
H -2.1689 -2.9636 0.9294 0.084
C 5.6177 -1.8068 -1.9897 -0.079
H 7.1509 -2.0012 -0.4843 0.111
C 2.8454 2.8402 1.5102 -0.432
N 3.6412 1.7432 1.3207 0.069
H 5.2235 -0.9136 2.1883 0.116
C -3.0960 -3.2430 0.4342 -0.069
H 6.3293 -3.5048 -0.8925 0.112
H -6.3045 -2.0092 0.1946 0.075
C 0.6262 2.8566 -1.5457 -0.034
H 0.4201 3.6143 2.2178 0.121
H -1.7124 2.7633 -2.7634 0.132
C 4.3909 -1.3404 -1.8263 -0.044
H 4.4431 1.6614 1.9476 0.160
C 1.6701 2.9679 0.6123 -0.144
C -4.1909 -2.2037 0.6901 -0.563
C -2.3122 0.7192 -0.9372 0.001
C -4.4226 1.5012 -0.1321 0.007
N 3.3311 0.7285 0.4824 0.107
C 3.9021 -1.5311 -0.4222 -0.195
H 2.9317 -2.0245 -0.3715 0.147
H -3.4113 -4.2068 0.8293 0.083
C -1.8208 3.3708 -1.8537 -0.150
C 4.0520 -0.3021 0.4273 -0.243
H -2.9103 -3.3612 -0.6308 0.084
H -1.8896 -1.3247 -0.6234 0.102
H -1.5969 3.8352 0.7961 0.124
C -3.2109 1.7619 -0.7703 -0.268
O 3.1201 3.6366 2.3850 0.075
C -5.4736 -2.6797 -0.0059 -0.047
H -5.2369 -1.4390 2.4429 0.075
C 0.4654 3.3950 1.1619 0.004
C -4.4229 -2.1178 2.2052 -0.046
H 3.7814 -0.8554 -2.5675 0.106
C -4.7156 0.2350 0.3229 -0.032
C 5.2970 -0.8238 1.1037 -0.057
H 6.1850 -1.7827 -2.9045 0.101
C -3.8227 -0.8245 0.1656 -0.190
H 4.9107 -3.0013 0.9537 0.139
H 6.2051 -0.2719 0.8568 0.120
H -4.6704 -3.0997 2.6037 0.082
H 2.6840 2.4097 -1.1941 0.106
C -2.6230 -0.5494 -0.4724 -0.017
H -1.9522 4.4167 -2.1558 0.140
H -5.1218 2.3130 -0.0040 0.118
H -1.3584 0.8745 -1.4156 0.106
C 6.1816 -2.4316 -0.7464 -0.148
C 1.7485 2.7144 -0.7528 -0.027
H -5.6646 0.0758 0.8122 0.109
C 5.1204 -2.1430 0.3193 -0.228
H -5.3227 -2.7225 -1.0825 0.090
H 0.6896 2.6564 -2.6064 0.115
C -0.6561 3.5240 0.3669 -0.009
```


Entry 4:
Entry from the Open Molecules 2025 dataset: a cluster of 3 separate species, C9H21IN3O3 in total (ωB97M-V/def2-TZVPD).

- LUMO (eV) = 2.565
- spin multiplicity = 1
- Kohn-Sham gap (eV) = 2.662
- total charge = -1
- energy relative to the best compared isomer or geometry (same formula, charge and spin) (eV) = 9.018

```
37
Properties=species:S:1:pos:R:3:lowdin_charge:R:1
N 2.3506 -1.2450 1.6033 -0.239
H 1.2765 4.5331 -0.3836 0.091
C 3.3510 5.6493 1.8077 -0.071
O -1.3120 -4.1697 -0.6108 0.039
N 2.5863 4.5588 1.2428 -0.202
C -0.1007 -1.1964 1.3099 -0.329
H -2.6602 -5.2344 -3.9474 0.078
H 4.3005 5.2872 2.1976 0.081
H 1.3706 -2.0621 -0.0500 0.068
C -3.3427 -4.4912 -3.5384 -0.075
H -0.5012 -2.2114 1.2040 0.073
H -3.9592 -3.4349 -0.5643 0.096
H -3.4029 -3.6465 -4.2297 0.085
H 4.0434 3.1777 1.6940 0.143
H -0.7322 0.7694 0.4797 0.024
H 2.7860 6.1106 2.6217 0.085
C 1.2818 4.8291 0.6669 -0.046
H 2.8901 0.6513 1.1702 -0.031
C 3.0488 3.2851 1.2341 -0.316
H 1.4179 -0.2767 -0.0886 0.085
C -1.1385 -0.2204 0.6931 -0.592
H 3.5464 6.3989 1.0363 0.083
C -3.6536 -3.0332 -1.5317 -0.036
H -1.6099 -0.6806 -0.1794 0.007
O 2.4499 2.3406 0.7772 0.027
H -4.5352 -2.7644 -2.1104 0.083
H 0.0424 -0.9597 2.3667 0.052
H -1.2274 -5.2574 -2.3105 0.128
I -2.7597 0.1006 2.1701 0.512
H -3.0468 -2.1445 -1.3590 0.079
H 0.5220 4.2475 1.1917 0.094
H -4.3343 -4.9399 -3.4331 0.084
H 1.0498 5.8892 0.7482 0.080
O 3.3105 -0.1766 1.4594 -0.299
C 1.3091 -1.1457 0.5961 -0.378
C -1.7390 -4.5062 -1.6857 -0.359
N -2.8779 -4.0314 -2.2484 -0.205
```